No. 1
Molecular formula: C4H9OS
Method: DFT, wB97M-V/def2-TZVPD

Values from the calculation:
Relative energy (zero: lowest compared OMol25 entry of this formula, charge and spin) = 114.1 kJ/mol
Spin multiplicity = 1
Largest force on an atom = 0.8 eV Å⁻¹
E_tot = -631.2137 Ha
HOMO = -2.3 eV
Structure (SMILES) = [O-]CCCCS
Charge = -1
Frontier orbital gap = 5.6 eV

Each atom is followed by the atoms it is bonded to, with distances in Å.
Element x y z (Å)
1 C 0.03972 1.43424 1.02443  O2 1.335, C3 1.554, H7 1.133, H8 1.116
2 O 0.18926 1.99779 2.22543  C1 1.335
3 C 1.01215 0.25917 0.72519  C1 1.554, C4 1.540, H9 1.092, H10 1.095
4 C 1.20754 -0.01390 -0.77786  C3 1.540, C5 1.538, H11 1.090, H12 1.093
5 C -0.07230 -0.40599 -1.53594  C4 1.538, S6 1.814, H13 1.089, H14 1.081
6 S -1.11023 -1.69229 -0.78954  C5 1.814, H15 1.341
7 H 0.20771 2.14297 0.15674  C1 1.133
8 H -0.98858 1.03377 0.85786  C1 1.116
9 H 1.98238 0.57970 1.10904  C3 1.092
10 H 0.72795 -0.67466 1.22219  C3 1.095
11 H 1.53097 0.92551 -1.22549  C4 1.090
12 H 1.95615 -0.79756 -0.91963  C4 1.093
13 H 0.16101 -0.76059 -2.53903  C5 1.089
14 H -0.69726 0.46747 -1.66182  C5 1.081
15 H -1.41510 -1.01050 0.32404  S6 1.341

---

No. 2
Molecular formula: C4H9OS
Method: DFT, wB97M-V/def2-TZVPD

Values from the calculation:
Relative energy (zero: lowest compared OMol25 entry of this formula, charge and spin) = 138.7 kJ/mol
Spin multiplicity = 1
Largest force on an atom = 1.4 eV Å⁻¹
E_tot = -631.2043 Ha
HOMO = -2.4 eV
Structure (SMILES) = [O-]CCCCS
Charge = -1
Frontier orbital gap = 5.3 eV

Each atom is followed by the atoms it is bonded to, with distances in Å.
Element x y z (Å)
1 C 2.13588 0.07769 -0.75875  O2 1.310, C3 1.601, H7 1.131, H8 1.153
2 O 3.36554 0.00173 -0.31266  C1 1.310
3 C 1.01243 0.01683 0.37971  C1 1.601, C4 1.495, H9 1.096, H10 1.098
4 C -0.33039 0.39421 -0.15733  C3 1.495, C5 1.530, H11 1.094, H12 1.098
5 C -1.52920 -0.17300 0.60466  C4 1.530, S6 1.841, H13 1.100, H14 1.094
6 S -3.09315 0.07617 -0.33435  C5 1.841, H15 1.344
7 H 1.88060 0.98381 -1.38589  C1 1.131
8 H 1.73507 -0.78973 -1.40314  C1 1.153
9 H 1.34618 0.66476 1.19827  C3 1.096
10 H 1.06903 -1.02938 0.70914  C3 1.098
11 H -0.41905 -0.02593 -1.16354  C4 1.094
12 H -0.34110 1.48313 -0.29603  C4 1.098
13 H -1.34851 -1.25775 0.63938  C5 1.100
14 H -1.56660 0.00929 1.68232  C5 1.094
15 H -3.91672 -0.43184 0.59820  S6 1.344

---

No. 3
Molecular formula: C4H9OS
Method: DFT, wB97M-V/def2-TZVPD

Values from the calculation:
Relative energy (zero: lowest compared OMol25 entry of this formula, charge and spin) = 152.5 kJ/mol
Spin multiplicity = 1
Largest force on an atom = 2.6 eV Å⁻¹
E_tot = -631.1990 Ha
HOMO = -2.3 eV
Structure (SMILES) = [O-]CCCCS
Charge = -1
Frontier orbital gap = 5.5 eV

Each atom is followed by the atoms it is bonded to, with distances in Å.
Element x y z (Å)
1 C -0.05028 -0.53205 2.06795  O2 1.339, C3 1.603, H7 1.127, H8 1.109
2 O -0.03205 0.29242 3.12306  C1 1.339
3 C -0.26982 0.24186 0.68101  C1 1.603, C4 1.502, H9 1.090, H10 1.094
4 C 0.18098 -0.52565 -0.52877  C3 1.502, C5 1.578, H11 1.106, H12 1.091
5 C 0.64822 0.35487 -1.75240  C4 1.578, S6 1.832, H13 1.081, H14 1.089
6 S -0.77263 1.17895 -2.56293  C5 1.832, H15 1.324
7 H -0.88845 -1.28567 2.06865  C1 1.127
8 H 0.92283 -1.05685 1.98391  C1 1.109
9 H -1.33748 0.43078 0.56832  C3 1.090
10 H 0.35744 1.12682 0.82350  C3 1.094
11 H 1.10520 -1.08994 -0.30452  C4 1.106
12 H -0.57667 -1.19726 -0.93489  C4 1.091
13 H 1.08238 -0.30602 -2.48912  C5 1.081
14 H 1.17619 1.16801 -1.25577  C5 1.089
15 H -1.54585 1.19972 -1.48799  S6 1.324

---

No. 4
Molecular formula: C4HBrO2
Method: DFT, wB97M-V/def2-TZVPD

Values from the calculation:
Relative energy (zero: lowest compared OMol25 entry of this formula, charge and spin) = 412.7 kJ/mol
Spin multiplicity = 1
Largest force on an atom = 6.2 eV Å⁻¹
E_tot = -2877.2788 Ha
HOMO = -8.6 eV
Structure (SMILES) = O=C=CC1=C(Br)O1
Frontier orbital gap = 8.0 eV

Each atom is followed by the atoms it is bonded to, with distances in Å.
Element x y z (Å)
1 C -1.17525 0.03735 0.16015  C3 1.296, C4 1.529, H8 1.075
2 C 2.17303 -0.31320 0.40016  C4 1.851, O6 1.521, Br7 1.874
3 C -1.61390 1.22701 -0.10980  C1 1.296, O5 1.154
4 C 0.32869 -0.19547 0.30278  C1 1.529, C2 1.851, O6 1.318
5 O -2.02237 2.29173 -0.28466  C3 1.154
6 O 1.01616 -1.28079 0.59604  C2 1.521, C4 1.318
7 Br 2.94439 -0.84038 -1.22386  C2 1.874
8 H -1.65073 -0.92625 0.15919  C1 1.075